# 1
C5H10BrP | ωB97M-V with the def2-TZVPD basis set

The value obtained for the maximum force is 0.0143 hartree/bohr. The value obtained for the HOMO-LUMO gap (spin up / spin down) is 6.8 / 8.2 eV. For the LUMO energy (spin up / spin down), the calculation gives -0.0280 / -0.0076 Ha. The spin multiplicity is 1. The value obtained for the highest occupied orbital energy (spin up / spin down) is -7.5 / -8.4 eV.

CARTESIAN COORDINATES (ANGSTROEM)
1 C -2.58750 1.66678 -1.00260
2 C -2.59863 0.68121 -0.05650
3 C 2.47896 -0.88075 -1.33886
4 C 2.58856 -0.65643 1.41399
5 C -3.51452 0.46825 0.93687
6 P 2.57337 0.44632 -0.06327
7 Br -1.12792 -0.57185 -0.12608
8 H -3.37312 2.40259 -1.02236
9 H -1.81019 1.73962 -1.74005
10 H 3.43745 -1.39776 -1.41248
11 H 2.24563 -0.44478 -2.30526
12 H 1.70458 -1.59701 -1.07094
13 H 2.57797 -0.06142 2.32254
14 H 3.48378 -1.27779 1.40664
15 H 1.70835 -1.29787 1.39241
16 H -4.35653 1.12890 1.03573
17 H -3.43026 -0.34801 1.63021

Results of the Mulliken charge analysis, in e, for atoms 1 through 6:
1 C -0.91
2 C 0.85
3 C -0.85
4 C -0.81
5 C -0.96
6 P 0.07



# 2
C6H9N3OS | ωB97M-V with the def2-TZVPD basis set

The value obtained for the maximum force is 0.0857 hartree/bohr. The value obtained for the HOMO-LUMO gap is 9.2 eV. For the LUMO energy, the calculation gives 0.0022 Ha. The spin multiplicity is 1. The value obtained for the highest occupied orbital energy is -9.2 eV. Its SMILES is [H]/N=C(\CS)c1nnc(CC)o1.

CARTESIAN COORDINATES (ANGSTROEM)
1 H -3.05975 -1.69745 2.02138
2 N -2.66050 -1.31430 1.15133
3 C -1.48571 -1.00193 1.52021
4 C -0.91942 -1.42674 2.97455
5 S -0.02136 -2.93515 2.82906
6 C -0.51534 -0.40694 0.58419
7 N 0.76681 -0.12785 0.84000
8 N 1.20064 0.51923 -0.19981
9 C 0.33848 0.65609 -1.12011
10 C 0.49117 1.10613 -2.50062
11 C 1.66647 2.16665 -2.60849
12 O -0.84488 0.07823 -0.61709
13 H -1.74377 -1.56148 3.66796
14 H -0.36017 -0.58822 3.42658
15 H 0.90999 -2.50743 1.88568
16 H 0.84196 0.18222 -2.98295
17 H -0.35442 1.73385 -2.93833
18 H 2.51794 1.57566 -2.29717
19 H 1.44276 3.03620 -1.99717
20 H 1.78911 2.51323 -3.63919

Results of the Mulliken charge analysis, in e, for atoms 1 through 6:
1 H 0.27
2 N -0.59
3 C 0.25
4 C -0.82
5 S -0.22
6 C 0.80



# 3
C4H12NS | ωB97M-V with the def2-TZVPD basis set

The value obtained for the maximum force is 0.0078 hartree/bohr. The charge is +1. The value obtained for the HOMO-LUMO gap is 8.1 eV. For the LUMO energy, the calculation gives -0.1927 Ha. The spin multiplicity is 1. The value obtained for the highest occupied orbital energy is -13.4 eV.

CARTESIAN COORDINATES (ANGSTROEM)
1 C 1.46082 1.38406 -1.26649
2 C 0.74993 1.47156 0.07366
3 C 1.16206 0.32538 1.00758
4 S -0.22834 -0.05036 2.14611
5 H 1.23306 2.24935 -1.88646
6 H 1.14842 0.50989 -1.83724
7 H 2.53892 1.32945 -1.14927
8 H 0.99014 2.41637 0.55858
9 H -0.33551 1.44820 -0.06729
10 H 2.03415 0.58991 1.59906
11 H 1.37407 -0.57238 0.43813
12 H 0.40770 -0.94526 2.91530
13 C -2.42351 -2.23475 -0.39917
14 N -1.75359 -1.16139 -0.46033
15 H -3.01187 -2.55167 -1.25114
16 H -2.39532 -2.80869 0.51789
17 H -1.26981 -0.77167 0.38341
18 H -1.68132 -0.62802 -1.32234

Results of the Mulliken charge analysis, in e, for atoms 1 through 6:
1 C -1.24
2 C -0.27
3 C -0.68
4 S -0.30
5 H 0.36
6 H 0.32



# 4
C27H28Cl4N4NiO9S2 | ωB97M-V with the def2-TZVPD basis set

The value obtained for the maximum force is 0.0115 hartree/bohr. The charge is -2. The value obtained for the HOMO-LUMO gap (spin up / spin down) is 6.0 / 6.0 eV. For the LUMO energy (spin up / spin down), the calculation gives 0.1367 / 0.1367 Ha. The spin multiplicity is 3. The value obtained for the highest occupied orbital energy (spin up / spin down) is -2.3 / -2.3 eV.

CARTESIAN COORDINATES (ANGSTROEM)
1 Ni 2.20816 -0.59348 1.83697
2 O -0.58226 1.36906 6.89539
3 C 0.06625 0.96289 5.76368
4 C 0.16357 1.79104 4.64962
5 C 0.82908 1.30745 3.54183
6 N 1.37891 0.10126 3.55262
7 C 1.26414 -0.71576 4.59226
8 C 0.59983 -0.31952 5.73539
9 C 1.83374 -2.12261 4.30952
10 O 1.66010 -2.99064 5.16950
11 O 2.39450 -2.20637 3.17729
12 C 0.85393 1.99424 2.16628
13 O 0.30216 3.09959 2.07283
14 O 1.38342 1.28980 1.25917
15 H -0.88311 2.27124 6.75658
16 H -0.27990 2.77997 4.61917
17 H 0.49295 -0.99722 6.57137
18 C -4.82387 -0.74820 -3.11275
19 C -3.87850 -1.00383 -1.92611
20 C -3.54801 0.35848 -1.31046
21 C -4.65624 -1.84441 -0.90114
22 C -2.61611 -1.79726 -2.42487
23 O -3.09833 -2.89606 -3.23778
24 C -1.63762 -0.99662 -3.33423
25 C -0.45041 -0.16782 -2.79003
26 C -0.70181 1.27708 -2.43041
27 C -1.29926 2.15471 -3.33329
28 C -1.54500 3.47578 -2.99148
29 C -1.17190 3.92492 -1.73276
30 Cl -1.51584 5.58614 -1.30050
31 C -0.53221 3.09384 -0.83105
32 C -0.29900 1.77184 -1.19459
33 C -1.85131 -2.62586 -1.35836
34 N -1.23179 -1.97496 -0.21969
35 C 0.08483 -1.93428 0.02785
36 N 0.30111 -1.29512 1.15623
37 C -0.94721 -0.98332 1.59042
38 N -1.91068 -1.38842 0.79612
39 H -5.63074 -0.09001 -2.78239
40 H -5.27942 -1.67352 -3.47249
41 H -4.31888 -0.25003 -3.94632
42 H -4.46276 0.77810 -0.87920
43 H -3.18053 1.05844 -2.05969
44 H -2.81272 0.28429 -0.51366
45 H -5.61608 -1.36014 -0.69367
46 H -4.10781 -1.91972 0.03624
47 H -4.85593 -2.84640 -1.29247
48 H -3.41150 -2.52377 -4.06656
49 H -2.23742 -0.36121 -3.99511
50 H -1.19156 -1.77163 -3.96156
51 H 0.30997 -0.18103 -3.57453
52 H 0.01339 -0.65825 -1.94299
53 H -1.57856 1.80897 -4.32489
54 H -2.01955 4.15269 -3.69048
55 H -0.21327 3.43756 0.14844
56 H 0.23125 1.14047 -0.48509
57 H -1.04380 -3.12053 -1.89556
58 H -2.53098 -3.39753 -0.99956
59 H 0.86487 -2.34357 -0.60501
60 H -1.14803 -0.43276 2.49675
61 C 5.68680 -0.41543 -2.26185
62 O 4.99823 -0.88387 -1.11411
63 C 3.81482 -1.48205 -1.23966
64 S 3.04234 -1.64778 -2.72424
65 S 3.20472 -2.10003 0.23072
66 H 6.53411 0.14992 -1.88247
67 H 5.05006 0.21893 -2.87466
68 H 6.02414 -1.25751 -2.86939
69 Cl 5.50215 2.46214 3.80469
70 C 6.08526 1.32577 2.55363
71 Cl 7.50745 2.04074 1.76336
72 Cl 6.56679 -0.19386 3.33646
73 C 4.86314 1.06917 1.50328
74 O 4.98456 1.62874 0.42845
75 O 3.99920 0.34711 2.03502

Results of the Mulliken charge analysis, in e, for atoms 1 through 6:
1 Ni 1.29
2 O -0.57
3 C 1.26
4 C -0.45
5 C -0.17
6 N 0.30



For reference, relative energy (zero: lowest compared OMol25 entry of this formula, charge and spin) by record: 2.411 1.392 1.057 0.744 eV.